[1]
This record from the Open Molecules 2025 dataset describes a cluster of 4 separate species, C2H11O4 in total. The level of theory is ωB97M-V/def2-TZVPD.

Structure (XYZ):
```
17
Properties=species:S:1:pos:R:3:lowdin_charge:R:1
C 0.333 -0.402 0.985 -0.4566
O 0.052 0.682 0.176 -0.3681
C 1.309 -1.480 0.445 -0.1210
H -0.588 -0.992 1.172 0.0858
H 0.705 -0.107 1.982 0.0919
H 1.003 -2.466 0.800 0.0500
H 2.364 -1.270 0.669 0.0577
H 1.342 -1.497 -0.641 0.0436
H -2.825 1.326 1.122 0.0028
H -1.288 1.280 1.130 -0.0168
O -2.080 1.322 1.722 -0.1118
H -1.201 -0.002 -1.150 0.0081
H -1.695 1.278 -1.491 0.0215
O -1.812 0.375 -1.827 -0.1197
H 1.378 0.326 -2.413 0.0002
H 1.158 0.840 -0.971 -0.0240
O 1.844 0.787 -1.711 -0.1436
```

Summary:
Highest occupied orbital energy   -0.1578 hartree
Frontier orbital gap   8.43 eV
Relative energy (zero: lowest compared OMol25 entry of this formula, charge and spin)   31.8 kJ/mol
Total charge   -1

***

[2]
This record from the Open Molecules 2025 dataset describes a structure of composition C2H11O6Zn at a distorted geometry. The level of theory is ωB97M-V/def2-TZVPD.

Structure (XYZ):
```
20
Properties=species:S:1:pos:R:3:lowdin_charge:R:1
Zn 0.706 -0.771 -0.057 1.1297
C -3.772 2.837 0.457 0.0314
C -2.654 1.848 0.139 -0.6881
O -2.769 0.674 0.566 0.1630
O -1.613 2.208 -0.411 0.0767
H -3.825 3.620 -0.299 0.0975
H -3.515 3.251 1.432 0.0953
H -4.760 2.388 0.559 0.0897
O 3.895 0.009 -0.878 -0.0803
H 4.129 0.822 -1.326 0.0419
H 4.735 -0.394 -0.658 0.0426
O 0.525 -1.451 -3.666 -0.0759
H 0.252 -2.061 -4.351 0.0402
H 0.823 -0.675 -4.141 0.0347
O 1.492 0.071 3.139 -0.0852
H 2.252 -0.223 3.642 0.0406
H 1.056 0.704 3.710 0.0427
O 0.918 -3.947 0.545 -0.0864
H 0.689 -4.248 1.424 0.0434
H 1.437 -4.661 0.175 0.0464
```

Summary:
Highest occupied orbital energy   -0.4600 hartree
Frontier orbital gap   3.71 eV
Relative energy (zero: lowest compared OMol25 entry of this formula, charge and spin)   839.4 kJ/mol
Total charge   +1

***

[3]
This record from the Open Molecules 2025 dataset describes a structure of composition C2H12CdO5 at a distorted geometry. The level of theory is ωB97M-V/def2-TZVPD.

Structure (XYZ):
```
20
Properties=species:S:1:pos:R:3:lowdin_charge:R:1
Cd -3.400 -17.849 -8.649 1.3327
C -2.182 -20.768 -7.679 -0.3533
O -2.686 -19.491 -7.520 -0.4919
H -2.697 -21.335 -8.481 0.0442
H -1.100 -20.794 -7.886 0.0518
H -2.367 -21.366 -6.771 0.0569
C -6.448 -16.638 -7.862 -0.3831
O -5.118 -16.924 -7.866 -0.5020
H -6.978 -16.995 -8.772 0.0444
H -6.966 -17.026 -6.965 0.0548
H -6.677 -15.548 -7.839 0.0499
O -3.116 -16.468 -10.425 -0.0916
H -3.267 -16.678 -11.350 0.0616
H -2.607 -15.653 -10.425 0.0668
O -1.801 -16.787 -7.647 -0.1109
H -1.335 -17.360 -7.027 0.0614
H -1.884 -15.925 -7.232 0.0689
O -4.610 -18.892 -10.115 -0.1018
H -4.796 -19.835 -10.098 0.0743
H -5.266 -18.498 -10.696 0.0669
```

Summary:
Highest occupied orbital energy   -0.2689 hartree
Frontier orbital gap   6.95 eV
Relative energy (zero: lowest compared OMol25 entry of this formula, charge and spin)   49.5 kJ/mol

***

[4]
This record from the Open Molecules 2025 dataset describes a cluster of 3 separate species, C2H12N2O2 in total at a distorted geometry. The level of theory is ωB97M-V/def2-TZVPD.

Structure (XYZ):
```
18
Properties=species:S:1:pos:R:3:lowdin_charge:R:1
N -0.689 -1.711 1.000 -0.0112
C -1.073 -0.309 0.845 -0.2654
C -2.014 -0.056 -0.352 -0.2692
N -1.855 -0.943 -1.520 -0.0334
H -1.282 -2.232 1.619 0.0662
H 0.294 -1.881 1.061 0.0548
H -0.169 0.301 0.794 0.0899
H -1.553 0.048 1.761 0.1002
H -3.045 -0.272 -0.051 0.0940
H -1.977 0.944 -0.782 0.1026
H -1.209 -0.688 -2.258 0.0527
H -1.465 -1.809 -1.186 0.0289
O 1.394 2.893 -0.018 -0.0341
H 2.183 3.304 -0.338 0.0232
H 1.458 1.987 -0.265 -0.0090
O 3.624 0.204 -0.487 -0.0478
H 3.657 -0.633 -0.047 0.0205
H 3.720 0.851 0.224 0.0371
```

Summary:
Highest occupied orbital energy   -0.3235 hartree
SMILES   NCCN.O.O
Frontier orbital gap   9.18 eV
Relative energy (zero: lowest compared OMol25 entry of this formula, charge and spin)   94.0 kJ/mol

***

[5]
This record from the Open Molecules 2025 dataset describes a cluster of 3 separate species, C2H12N2O2 in total at a distorted geometry. The level of theory is ωB97M-V/def2-TZVPD.

Structure (XYZ):
```
18
Properties=species:S:1:pos:R:3:mulliken_spin:R:1
C -1.236 1.960 0.060 -0.0014
N 0.001 1.152 0.380 0.6108
C -0.377 -0.252 0.533 -0.0135
N -0.074 -1.079 -0.722 0.3560
H -1.679 2.509 0.886 0.0366
H -1.942 1.272 -0.415 -0.0007
H -0.920 2.669 -0.630 0.0159
H 0.544 1.653 1.100 0.0017
H 0.222 -0.740 1.223 -0.0002
H -1.461 -0.551 0.728 0.0263
H 0.938 -0.936 -1.040 -0.0137
H -0.780 -0.906 -1.523 -0.0124
H -0.392 -4.211 0.799 -0.0018
H -0.739 -2.932 0.278 -0.0101
O -1.126 -3.589 0.859 0.0087
H 3.589 1.855 -0.964 -0.0005
H 2.356 1.113 -0.483 -0.0045
O 3.077 1.012 -1.068 0.0028
```

Summary:
Highest occupied orbital energy (alpha / beta)   -0.5379 / -0.5375 hartree
⟨S²⟩   0.760
Frontier orbital gap (alpha / beta)   11.13 / 5.55 eV
Relative energy (zero: lowest compared OMol25 entry of this formula, charge and spin)   158.4 kJ/mol
Total charge   +1
Multiplicity   2

***

[6]
This record from the Open Molecules 2025 dataset describes a cluster of 4 separate species, C2H12N2O3 in total at a distorted geometry. The level of theory is ωB97M-V/def2-TZVPD.

Structure (XYZ):
```
19
Properties=species:S:1:pos:R:3:lowdin_charge:R:1
C 1.280 1.562 -0.679 -0.1619
N 2.511 1.091 -0.072 -0.0383
C 2.622 -0.125 0.253 -0.3379
N 2.323 -1.248 -0.485 0.0970
H 0.945 2.522 -0.289 0.0620
H 1.444 1.804 -1.743 0.0669
H 0.474 0.826 -0.664 0.0542
H 3.051 -0.433 1.215 0.1080
H 1.467 -1.305 -1.019 0.0401
H 2.601 -2.125 -0.077 0.0792
O -3.657 1.909 0.614 -0.0679
H -2.898 1.470 1.020 0.0141
H -3.731 2.696 1.166 0.0373
O -0.501 -1.990 -1.800 -0.0592
H -0.118 -1.669 -2.627 0.0488
H -1.317 -1.490 -1.696 0.0416
O -2.632 -0.872 2.142 -0.0553
H -2.177 -1.659 2.461 0.0383
H -3.049 -1.127 1.313 0.0327
```

Summary:
Highest occupied orbital energy   -0.3017 hartree
SMILES   C/N=C\N.O.O.O
Frontier orbital gap   8.39 eV
Relative energy (zero: lowest compared OMol25 entry of this formula, charge and spin)   160.6 kJ/mol

***

[7]
This record from the Open Molecules 2025 dataset describes a cluster of 4 separate species, C2H12N2O3 in total at a distorted geometry. The level of theory is ωB97M-V/def2-TZVPD.

Structure (XYZ):
```
19
Properties=species:S:1:pos:R:3:lowdin_charge:R:1
H -0.705 -0.210 -2.767 0.0404
N 0.077 -0.457 -2.154 0.0384
C -0.506 -0.736 -1.038 -0.3114
N 0.283 -1.327 -0.085 -0.0574
C 0.222 -1.592 1.333 -0.0988
H -1.568 -0.655 -0.817 0.1120
H 1.141 -1.639 -0.514 0.1220
H -0.064 -2.616 1.597 0.0793
H 1.227 -1.413 1.732 0.0865
H -0.407 -0.873 1.842 0.0552
O 0.253 1.603 1.309 -0.0599
H 1.077 1.984 1.637 0.0525
H 0.675 1.109 0.590 -0.0023
O -2.629 0.307 1.049 -0.0616
H -3.348 0.790 1.466 0.0436
H -1.840 0.853 1.134 0.0005
O 2.214 1.368 -0.985 -0.0681
H 1.553 1.015 -1.596 -0.0052
H 2.967 1.565 -1.539 0.0343
```

Summary:
Highest occupied orbital energy   -0.3250 hartree
SMILES   [H]/N=C/NC.O.O.O
Frontier orbital gap   9.64 eV
Relative energy (zero: lowest compared OMol25 entry of this formula, charge and spin)   58.2 kJ/mol

***

[8]
This record from the Open Molecules 2025 dataset describes a cluster of 2 separate species, C2H12N2Si3 in total at a distorted geometry. The level of theory is ωB97M-V/def2-TZVPD.

Structure (XYZ):
```
19
Properties=species:S:1:pos:R:3:mulliken_spin:R:1
C -2.509 0.478 -1.492 0.4552
C -1.768 0.214 -0.444 0.0541
N 1.230 0.086 -0.703 0.2436
N -0.261 -1.075 2.062 0.8496
Si 2.367 -0.286 -1.918 0.0132
Si -0.151 0.476 2.812 0.0745
Si -0.254 -0.702 -0.374 0.2436
H -3.444 1.037 -1.643 0.0193
H -2.366 0.079 -2.488 0.0021
H -2.218 0.699 0.393 0.0083
H 1.524 0.951 -0.221 -0.0987
H 0.679 -1.628 1.969 -0.0334
H 3.210 1.005 -1.814 0.0071
H 1.716 -0.453 -3.280 0.0120
H 3.132 -1.498 -1.368 0.0119
H -0.198 0.153 4.237 0.0597
H 1.004 1.373 2.660 0.0388
H -1.315 1.209 2.490 0.0067
H -0.380 -2.118 -0.879 0.0324
```

Summary:
Highest occupied orbital energy (alpha / beta)   -0.1346 / -0.3356 hartree
⟨S²⟩   2.015
Frontier orbital gap (alpha / beta)   3.79 / 5.45 eV
Multiplicity   3

***

[9]
This record from the Open Molecules 2025 dataset describes a structure of composition C2H12N3PbS at a distorted geometry. The level of theory is ωB97M-V/def2-TZVPD.

Structure (XYZ):
```
19
Properties=species:S:1:pos:R:3:lowdin_charge:R:1
C 0.405 1.643 -2.142 -0.2696
Pb -0.021 0.243 -0.608 1.1696
N -0.923 -1.824 1.107 -0.0394
H 1.614 -0.754 -0.378 -0.0377
H -0.017 -2.239 1.339 0.0205
H -1.456 -0.627 -1.205 -0.0718
H 0.407 0.825 -2.861 0.0208
H 1.304 2.070 -1.835 -0.0136
H -0.528 2.182 -2.127 -0.0009
H -1.386 -1.534 1.966 0.0231
H -1.491 -2.496 0.601 0.0386
N -0.057 -0.772 4.252 0.0769
C 0.564 0.298 3.649 -0.9666
N -0.006 1.493 3.969 0.0815
S 1.835 0.150 2.552 0.5428
H -0.536 -0.583 5.140 0.1191
H 0.428 -1.649 4.192 0.0922
H 0.460 2.319 3.624 0.0969
H -0.535 1.580 4.837 0.1176
```

Summary:
Highest occupied orbital energy   -0.4458 hartree
Frontier orbital gap   6.28 eV
Relative energy (zero: lowest compared OMol25 entry of this formula, charge and spin)   384.8 kJ/mol
Total charge   +1

***

[10]
This record from the Open Molecules 2025 dataset describes a cluster of 2 separate species, C2H12N4O in total at a distorted geometry. The level of theory is ωB97M-V/def2-TZVPD.

Structure (XYZ):
```
19
Properties=species:S:1:pos:R:3:lowdin_charge:R:1
N -0.997 2.079 0.587 -0.0295
C -0.515 1.928 -0.764 -0.3194
N 0.893 1.504 -0.553 -0.1328
O 1.721 1.789 -1.693 -0.1056
H -0.679 2.964 0.971 0.0573
H -0.343 1.308 1.034 0.0897
H -0.507 2.890 -1.288 0.1133
H -1.097 1.159 -1.287 0.1051
H 0.938 0.477 -0.475 0.0470
H 2.054 2.686 -1.547 0.0792
N 0.815 -1.469 -0.111 -0.0128
C -0.498 -1.682 0.468 -0.3767
N -0.525 -2.831 1.364 -0.0065
H 1.512 -1.503 0.629 0.0851
H 1.040 -2.202 -0.775 0.0782
H -0.752 -0.791 1.052 0.0916
H -1.216 -1.750 -0.364 0.1127
H -0.464 -3.701 0.847 0.0619
H -1.380 -2.854 1.906 0.0622
```

Summary:
Highest occupied orbital energy   -0.3200 hartree
SMILES   NCNO.NCN
Frontier orbital gap   9.67 eV
Relative energy (zero: lowest compared OMol25 entry of this formula, charge and spin)   238.4 kJ/mol

***

[11]
This record from the Open Molecules 2025 dataset describes a cluster of 3 separate species, C2H12NO2 in total at a distorted geometry. The level of theory is ωB97M-V/def2-TZVPD.

Structure (XYZ):
```
17
Properties=species:S:1:pos:R:3:mulliken_spin:R:1
C -1.747 -0.236 0.459 0.1911
C -1.174 0.695 -0.743 0.2348
N 0.237 0.309 -0.867 0.0435
H -0.949 -0.501 1.155 0.0096
H -2.114 -1.153 0.008 -0.0022
H -2.458 0.423 0.997 0.0574
H -1.093 1.771 -0.606 0.0019
H -1.847 0.492 -1.595 0.0868
H 0.551 -0.700 -0.655 -0.0018
H 0.744 0.577 -1.735 0.0287
H 0.795 0.917 -0.196 0.0026
H 1.810 2.201 1.898 -0.0101
H 0.376 2.069 1.594 -0.0115
O 1.190 1.513 1.521 0.3348
H 1.820 -2.359 0.008 -0.0011
H 0.644 -3.071 -0.683 -0.0014
O 1.052 -2.200 -0.557 0.0368
```

Summary:
Highest occupied orbital energy (alpha / beta)   -0.7662 / -0.7547 hartree
⟨S²⟩   0.754
Frontier orbital gap (alpha / beta)   13.20 / 4.00 eV
Relative energy (zero: lowest compared OMol25 entry of this formula, charge and spin)   122.8 kJ/mol
Total charge   +2
Multiplicity   2

***

[12]
This record from the Open Molecules 2025 dataset describes a cluster of 3 separate species, C2H12NO3 in total at a distorted geometry. The level of theory is ωB97M-V/def2-TZVPD.

Structure (XYZ):
```
18
Properties=species:S:1:pos:R:3:lowdin_charge:R:1
C 1.417 0.226 1.165 -0.1958
O 0.297 1.059 1.531 -0.0794
C 1.651 0.597 -0.278 -0.1067
N 0.344 0.650 -0.985 0.1798
H 1.123 -0.797 1.382 0.1075
H 2.267 0.514 1.780 0.1350
H 0.250 1.253 2.469 0.1089
H 1.999 1.583 -0.280 0.1186
H 2.367 -0.060 -0.752 0.1431
H -0.135 -0.223 -1.233 0.1207
H 0.387 1.273 -1.779 0.1682
H -0.342 1.042 -0.319 0.1357
H -0.346 -3.023 0.074 0.0652
H -1.376 -1.874 0.400 0.0519
O -0.501 -2.073 0.052 -0.0434
H -2.721 -0.610 -1.980 0.0658
H -3.204 0.474 -1.011 0.0627
O -2.427 -0.032 -1.266 -0.0378
```

Summary:
Highest occupied orbital energy   -0.5423 hartree
Frontier orbital gap   11.79 eV
Relative energy (zero: lowest compared OMol25 entry of this formula, charge and spin)   26.5 kJ/mol
Total charge   +1

***

Ordered DFT total energy results: -383.79375, -2313.12134, -627.24103, -343.35732, -343.00340, -418.57790, -418.61688, -1061.13886, -838.32783, -377.56980, -287.78137, -363.64078; unit hartree.